Entry from OMol25: one molecule with the formula C5H7NO in a non-equilibrium geometry (ωB97M-V with the def2-TZVPD basis set).

Last column: Löwdin charge in e.
Cartesian coordinates (Å):
H1 2.943 -0.320 -0.556  0.09
H2 -2.439 0.666 1.011  0.08
C1 0.228 0.957 0.124  0.03
H3 3.259 0.303 0.920  0.09
O1 1.129 -1.088 -0.330  0.00
H4 -0.675 -2.191 -0.425  0.13
H5 -2.724 -0.799 0.032  0.08
C2 -2.238 0.179 0.053  -0.06
C3 -0.788 -0.030 -0.093  -0.32
C4 1.387 0.270 0.104  -0.32
H6 -2.628 0.797 -0.760  0.08
H7 0.007 2.015 0.216  0.12
C5 -0.209 -1.215 -0.357  -0.11
N1 2.749 0.456 0.061  0.11

Its SMILES is Cc1coc(N)c1. For the HOMO energy, the calculation gives -8.1 eV. As for the calculated total energy: -324.67615 Eh. The net charge is 0. As for the LUMO energy: 0.99 eV. As for the spin multiplicity: 1.



Entry from OMol25: one molecule with the formula C5H7NO in a non-equilibrium geometry (ωB97M-V with the def2-TZVPD basis set).

Last column: Löwdin charge in e.
Cartesian coordinates (Å):
C1 1.448 0.064 0.190  -0.47
N1 2.453 -0.034 -0.590  0.13
C2 -0.062 -0.686 -0.518  -0.19
C3 0.249 0.827 -0.201  -0.13
H1 2.872 -0.953 -0.418  0.07
H2 0.790 -0.820 -1.433  0.21
H3 0.374 1.567 -0.994  0.15
C4 -0.996 0.847 0.698  -0.12
H4 -1.660 1.692 0.494  0.11
H5 -2.288 -0.412 -0.588  0.10
C5 -1.483 -0.527 0.138  -0.07
H6 -0.744 0.831 1.760  0.11
O1 0.812 -1.116 0.574  -0.02
H7 -1.766 -1.282 0.887  0.11

For the HOMO energy, the calculation gives -9.8 eV. As for the calculated total energy: -324.55782 Eh. The net charge is 0. As for the LUMO energy: 0.91 eV. As for the spin multiplicity: 1.



Entry from OMol25: one molecule with the formula C5H7NO in a non-equilibrium geometry (ωB97M-V with the def2-TZVPD basis set).

Last column: Löwdin charge in e.
Cartesian coordinates (Å):
H1 -2.136 1.051 -0.354  0.09
H2 1.705 1.273 0.216  0.08
H3 0.586 0.935 1.814  0.15
H4 0.900 -1.699 0.633  0.11
N1 0.198 -1.077 1.020  0.10
C1 1.666 0.472 -0.496  0.04
C2 0.445 0.007 -1.208  -0.38
C3 0.678 0.245 0.948  -0.18
H5 -2.272 -0.061 1.041  0.08
C4 -1.876 0.061 0.033  -0.01
H6 2.615 -0.033 -0.707  0.11
C5 -0.402 -0.141 0.024  -0.40
H7 -2.323 -0.690 -0.625  0.09
O1 0.216 -0.342 -2.341  0.11

Its SMILES is C[C@]12N[C@H]1CC2=O. For the HOMO energy, the calculation gives -9.5 eV. As for the calculated total energy: -324.57092 Eh. The net charge is 0. As for the LUMO energy: 0.91 eV. As for the spin multiplicity: 1.



Entry from OMol25: C5H7NO as an isolated structure in a non-equilibrium geometry (ωB97M-V with the def2-TZVPD basis set).

Last column: Löwdin charge in e.
Cartesian coordinates (Å):
C1 0.412 0.618 0.116  -0.44
H1 -2.196 0.099 0.893  0.11
H2 1.516 -0.603 1.523  0.11
H3 -2.195 0.584 -0.836  0.10
O1 0.669 0.460 -1.280  0.00
H4 -0.748 2.297 -0.077  0.12
H5 1.254 -1.682 -1.268  0.14
C2 1.616 -0.185 0.522  0.01
C3 -1.577 0.337 0.023  -0.14
H6 2.620 0.190 0.292  0.11
C4 -0.540 -0.814 -0.020  -0.07
C5 0.826 -0.870 -0.677  -0.22
H7 -0.845 -1.706 0.551  0.12
N1 -0.666 1.443 0.469  0.07

For the HOMO energy, the calculation gives -8.2 eV. As for the calculated total energy: -324.49578 Eh. The net charge is 0. As for the LUMO energy: 1.10 eV. As for the spin multiplicity: 1.



Entry from OMol25: a 2-piece molecular cluster, C5H7NO overall (ωB97M-V with the def2-TZVPD basis set).

Last column: Löwdin charge in e.
Cartesian coordinates (Å):
O1 -1.967 0.545 -2.205  0.13
C1 -1.362 0.406 -1.179  -0.48
C2 1.567 0.496 1.185  -0.04
H1 1.997 1.501 1.125  0.09
H2 -0.160 -2.217 -1.448  0.05
C3 -1.006 -0.067 0.899  -0.10
H3 -0.839 -2.390 -1.195  0.05
H4 1.360 0.278 2.237  0.08
N1 -1.966 -0.073 0.058  0.12
H5 -1.147 -0.391 1.932  0.12
C4 0.096 0.681 -0.924  0.02
H6 2.330 -0.210 0.840  0.09
C5 0.322 0.400 0.361  -0.25
H7 0.775 1.042 -1.685  0.12

Its SMILES is CC1=CC(=O)N=C1.[H][H]. For the HOMO energy, the calculation gives -10.1 eV. As for the calculated total energy: -324.64792 Eh. The net charge is 0. As for the LUMO energy: -0.96 eV. As for the spin multiplicity: 1.



Entry from OMol25: one molecule with the formula C5H7NO (ωB97M-V with the def2-TZVPD basis set).

Last column: Löwdin charge in e.
Cartesian coordinates (Å):
O1 1.333 -0.734 -0.276  0.07
H1 -2.587 -0.335 0.153  0.14
C1 -0.641 0.621 0.509  -0.16
C2 -1.602 -0.502 -1.532  0.16
N1 2.998 0.616 0.908  0.16
H2 -1.270 -1.473 0.413  0.11
H3 3.602 -0.203 0.987  0.06
H4 -1.938 -1.516 -1.830  0.01
C3 -1.508 -0.511 -0.063  -0.33
H5 0.604 1.034 -1.259  0.14
C4 0.658 0.609 -0.258  -0.17
H6 -0.470 0.488 1.582  0.12
C5 1.943 0.313 0.307  -0.43
H7 -1.123 1.592 0.357  0.12

For the HOMO energy, the calculation gives -9.1 eV. As for the calculated total energy: -324.51254 Eh. The net charge is 0. As for the LUMO energy: -0.52 eV. As for the spin multiplicity: 1.



Entry from OMol25: one molecule with the formula C5H7NO (ωB97M-V with the def2-TZVPD basis set).

Last column: Löwdin charge in e.
Cartesian coordinates (Å):
C1 -0.900 -0.578 -0.474  -0.20
H1 0.563 -2.181 -0.359  0.15
C2 0.394 -1.144 -0.067  -0.23
H2 -1.162 0.989 1.099  0.11
C3 1.111 -0.819 1.215  -0.22
H3 2.102 -0.331 1.108  0.13
C4 -1.089 0.848 0.016  -0.10
H4 0.180 1.853 -1.507  0.11
C5 0.257 1.143 -0.681  -0.16
O1 0.684 -1.122 2.303  0.07
H5 -1.677 -1.202 -0.908  0.13
N1 0.362 -0.251 -1.227  0.01
H6 1.100 1.442 -0.047  0.10
H7 -1.927 1.351 -0.472  0.11

Its SMILES is O=C[C@H]1[C@H]2CCN21. For the HOMO energy, the calculation gives -9.5 eV. As for the calculated total energy: -324.62257 Eh. The net charge is 0. As for the LUMO energy: 0.86 eV. As for the spin multiplicity: 1.



Entry from OMol25: a 2-piece molecular cluster, C5H7NO overall in a non-equilibrium geometry (ωB97M-V with the def2-TZVPD basis set).

Last column: Löwdin charge in e.
Cartesian coordinates (Å):
H1 -0.228 -2.343 0.627  0.13
H2 1.454 2.221 -0.167  0.09
H3 1.663 -2.175 -0.460  0.14
C1 -0.073 1.060 0.714  -0.14
C2 0.013 -1.209 0.559  -0.20
H4 2.819 0.191 -0.875  0.14
C3 1.802 0.069 -0.312  -0.11
C4 1.342 -1.179 0.113  -0.10
H5 -0.551 1.823 1.193  0.08
O1 -2.704 0.196 -1.229  -0.11
C5 1.123 1.225 0.018  -0.07
N1 -0.622 -0.124 0.847  0.05
H6 -2.627 -0.751 -1.406  0.02
H7 -1.789 0.543 -1.566  0.08

Its SMILES is c1ccncc1.O. For the HOMO energy, the calculation gives -9.3 eV. As for the calculated total energy: -324.65452 Eh. The net charge is 0. As for the LUMO energy: 0.72 eV. As for the spin multiplicity: 1.



Entry from OMol25: one molecule with the formula C5H7NO (ωB97M-V with the def2-TZVPD basis set).

Last column: Löwdin charge in e.
Cartesian coordinates (Å):
H1 1.002 2.203 -0.239  0.13
O1 -1.319 0.707 -1.242  0.13
C1 1.056 -0.320 1.158  -0.18
H2 0.259 -2.589 -0.030  0.09
H3 1.480 -1.247 1.534  0.07
H4 -1.388 -1.982 -0.345  0.10
H5 -1.572 1.635 -1.351  0.13
H6 -0.122 -1.808 -1.584  0.10
H7 -0.338 2.452 0.878  0.11
C2 -0.323 -1.801 -0.510  0.00
C3 0.340 1.688 0.474  -0.18
C4 1.236 0.972 1.484  -0.12
C5 -0.383 0.621 -0.296  -0.33
N1 0.070 -0.531 0.069  -0.06

For the HOMO energy, the calculation gives -7.1 eV. As for the calculated total energy: -324.59460 Eh. The net charge is 0. As for the LUMO energy: 0.20 eV. As for the spin multiplicity: 1.



Entry from OMol25: one molecule with the formula C5H7NO in a non-equilibrium geometry (ωB97M-V with the def2-TZVPD basis set).

Last column: Löwdin charge in e.
Cartesian coordinates (Å):
H1 -1.275 0.754 0.792  0.12
N1 0.509 -0.354 -2.666  0.18
H2 0.427 -2.759 0.770  0.12
C1 -0.296 -1.987 0.536  -0.14
H3 0.261 0.424 1.571  0.12
C2 0.422 1.843 -0.025  -0.10
H4 0.105 2.002 -1.057  0.07
C3 -0.045 -0.747 -0.203  -0.30
C4 -0.216 0.585 0.589  -0.16
H5 -1.025 -1.798 1.324  0.13
H6 1.519 1.804 -0.011  0.08
O1 -1.013 -1.881 -0.646  -0.02
C5 0.495 -0.609 -1.536  -0.17
H7 0.131 2.725 0.561  0.08

Its SMILES is CC[C@@]1(C#N)CO1. For the HOMO energy, the calculation gives -10.3 eV. As for the calculated total energy: -324.60292 Eh. The net charge is 0. As for the LUMO energy: 0.76 eV. As for the spin multiplicity: 1.



Entry from OMol25: one molecule with the formula C5H7NO in a non-equilibrium geometry (ωB97M-V with the def2-TZVPD basis set).

Last column: Löwdin charge in e.
Cartesian coordinates (Å):
C1 -1.700 0.358 0.688  0.03
C2 -0.465 -0.133 0.324  -0.27
H1 0.843 2.138 0.905  0.09
H2 -1.946 0.835 1.621  0.04
H3 -0.701 -2.271 0.154  0.14
N1 1.517 1.397 0.735  0.09
H4 2.266 -0.397 -1.479  0.13
C3 -0.651 -1.353 -0.436  -0.17
O1 0.498 -1.486 -1.301  -0.04
C4 1.355 -0.497 -0.888  -0.06
C5 0.910 0.284 0.135  -0.28
H5 -1.811 -1.158 -0.531  0.14
H6 -2.411 0.521 -0.125  0.06
H7 2.295 1.763 0.197  0.09

Its SMILES is C=C1COC=C1N. For the HOMO energy, the calculation gives -7.5 eV. As for the calculated total energy: -324.57948 Eh. The net charge is 0. As for the LUMO energy: 0.47 eV. As for the spin multiplicity: 1.



Entry from OMol25: one molecule with the formula C5H7NO in a non-equilibrium geometry (ωB97M-V with the def2-TZVPD basis set).

Last column: Löwdin charge in e.
Cartesian coordinates (Å):
C1 0.426 -0.939 0.143  -0.51
C2 -0.629 0.875 -0.701  -0.07
H1 -1.541 0.667 2.119  0.09
H2 -0.184 0.660 -2.798  0.09
H3 0.475 -1.842 -1.897  0.12
N1 -0.357 0.131 0.470  -0.09
H4 1.711 -1.250 -0.747  0.19
H5 0.038 -0.081 2.482  0.09
C3 0.681 -0.946 -1.309  -0.07
C4 -0.488 0.617 1.825  -0.02
H6 -0.039 1.611 1.929  0.09
O1 1.171 -1.608 0.867  0.01
H7 -1.225 1.785 -0.609  0.12
C5 -0.040 0.319 -1.775  -0.05

Its SMILES is CN1C=CCC1=O. For the HOMO energy, the calculation gives -8.5 eV. As for the calculated total energy: -324.64409 Eh. The net charge is 0. As for the LUMO energy: 0.90 eV. As for the spin multiplicity: 1.



Sequential relative energy (zero: lowest compared OMol25 entry of this formula, charge and spin) output: 126.9, 437.5, 403.1, 600.4, 201.0, 556.4, 267.5, 183.7, 341.0, 319.1, 380.7, 211.0 kJ/mol
Sequential gap between HOMO and LUMO output: 0.3326, 0.3924, 0.3829, 0.3408, 0.3372, 0.3160, 0.3818, 0.3665, 0.2694, 0.4082, 0.2942, 0.3446 Eh